# 1
DFT (wB97M-V/def2-TZVPD) results for a 4-piece molecular cluster, C23H26F5IO2PS overall.

Cartesian coordinates (Å):
O1 0.84671 -2.20462 -1.15526
S1 -0.00371 -1.04946 -1.15379
O2 -0.44444 -0.82695 0.19156
P1 -1.69973 -1.62594 -2.39134
C1 -3.15994 -0.52928 -2.20797
C2 -2.70085 0.84096 -1.61819
C3 -3.70011 1.96232 -1.96242
I1 -5.58399 1.69942 -0.98666
C4 0.95387 0.38381 -1.84455
F1 0.64113 1.47245 -1.20647
F2 0.63592 0.50712 -3.13470
C5 2.50737 0.22404 -1.74405
F3 2.97721 -0.80196 -2.37628
F4 3.00289 1.30762 -2.33035
F5 2.87631 0.27499 -0.49780
H1 -1.31711 -1.77958 -3.74490
H2 -2.02515 -2.93188 -1.95429
H3 -3.98259 -0.99414 -1.65612
H4 -3.53135 -0.32265 -3.22325
H5 -1.77766 1.11735 -2.15549
H6 -2.53543 0.75723 -0.54158
H7 -3.26331 2.91178 -1.65061
H8 -3.78378 1.96800 -3.05344
C6 6.35516 3.66860 -2.79148
C7 7.46885 3.90844 -3.58408
C8 7.72039 3.10728 -4.68968
C9 6.85305 2.07158 -5.00823
C10 5.73726 1.83394 -4.21749
C11 5.48982 2.62930 -3.10678
H9 6.16115 4.29174 -1.92734
H10 8.14228 4.72019 -3.33975
H11 8.59268 3.29069 -5.30395
H12 7.04717 1.44978 -5.87316
H13 5.05944 1.02576 -4.46775
H14 4.62593 2.44131 -2.48894
C12 0.80219 -4.53163 4.39615
C13 1.76637 -5.28534 3.73681
C14 2.18965 -4.91611 2.46695
C15 1.65505 -3.78564 1.86518
C16 0.69822 -3.03216 2.52302
C17 0.26418 -3.40532 3.78745
H15 0.46977 -4.82333 5.38426
H16 2.18592 -6.16238 4.21302
H17 2.93405 -5.50747 1.94885
H18 1.98285 -3.48639 0.87696
H19 0.29103 -2.14896 2.03418
H20 -0.48986 -2.81978 4.29867
C18 -5.51952 0.93755 5.66621
C19 -4.55608 0.53208 4.75312
C20 -4.78333 0.68274 3.39223
C21 -5.96990 1.24716 2.94506
C22 -6.93202 1.65591 3.85803
C23 -6.70856 1.49742 5.21864
H21 -5.34393 0.81733 6.72761
H22 -3.62771 0.09778 5.10280
H23 -4.03342 0.36032 2.67871
H24 -6.14257 1.36790 1.88259
H25 -7.85705 2.09777 3.50912
H26 -7.46077 1.81130 5.93094

As for the total charge: +1. Its highest occupied orbital energy is -11.0 eV. For the lowest unoccupied orbital energy, the calculation gives -5.489 eV.

***

# 2
DFT (wB97M-V/def2-TZVPD) results for C2H11N4 as an isolated structure.

Cartesian coordinates (Å):
N1 -0.98970 1.13414 1.34260
C1 -1.43321 0.31789 0.27023
N2 -2.42845 0.93434 -0.47123
N3 -0.94673 -0.83853 -0.08993
H1 -1.79236 1.42605 1.89947
H2 -0.54887 2.00586 1.00429
H3 -2.48984 1.91242 -0.34090
H4 -2.47921 0.69532 -1.45178
H5 -1.51868 -1.30578 -0.78180
H6 0.27086 -1.25195 0.11381
C2 2.17592 -0.29761 -0.63314
N4 1.53727 -1.28446 0.29437
H7 3.28246 -0.23353 -0.41161
H8 1.73029 0.70201 -0.47768
H9 2.02607 -0.62953 -1.64782
H10 1.86555 -2.23063 0.12176
H11 1.73862 -1.05602 1.25935

As for the total charge: +2. For the energy relative to the best compared isomer or geometry (same formula, charge and spin), the calculation gives 41.6 kcal/mol. Its spin multiplicity is 2. Its highest occupied orbital energy (alpha / beta) is -20.1 / -20.0 eV. As for the expectation value of S²: 0.79. For the lowest unoccupied orbital energy (alpha / beta), the calculation gives -9.499 / -14.408 eV.

***

# 3
DFT (wB97M-V/def2-TZVPD) results for C17H12N5OsS4 as an isolated structure.

Cartesian coordinates (Å):
Os1 0.09453 -0.02221 1.16274
S1 -1.60424 -0.67034 -0.02828
C1 -3.01858 0.06632 0.68707
C2 -4.27285 -0.22362 0.14905
C3 -5.39789 0.37199 0.68111
C4 -6.68734 0.07168 0.12463
N1 -7.70654 -0.17397 -0.34397
C5 -5.26500 1.27200 1.76284
C6 -4.02311 1.55750 2.28722
C7 -2.87531 0.95164 1.75818
S2 -1.31355 1.31395 2.42709
C8 -6.42819 1.89945 2.33022
N2 -7.34966 2.41322 2.78334
H1 -4.36977 -0.90554 -0.68535
H2 -3.93604 2.24704 3.11638
S3 0.93081 -1.66402 2.48181
C9 1.64086 -2.30588 0.99924
C10 2.39679 -3.43429 0.77239
C11 2.81877 -3.67093 -0.53387
C12 2.46596 -2.78839 -1.54543
C13 1.69608 -1.68096 -1.22645
N3 1.30862 -1.44291 0.02453
H3 2.63474 -4.11266 1.57958
H4 3.40685 -4.55087 -0.75809
H5 2.76369 -2.95825 -2.56997
H6 1.36357 -0.97748 -1.98017
C14 2.12958 2.61872 -2.29134
N4 2.93989 1.73209 -1.45425
C15 4.13003 1.14025 -1.83293
C16 4.55779 0.39384 -0.79002
N5 3.62075 0.54811 0.20383
C17 2.62978 1.34970 -0.21106
S4 1.27546 1.87352 0.75400
H7 2.78577 3.13073 -2.98868
H8 1.62889 3.34736 -1.66144
H9 1.38705 2.04240 -2.83973
H10 4.56911 1.31376 -2.79954
H11 5.44199 -0.20567 -0.66837
H12 3.63069 0.13273 1.12368

As for the total charge: +1. For the energy relative to the best compared isomer or geometry (same formula, charge and spin), the calculation gives 0.0 kcal/mol. Its highest occupied orbital energy is -10.9 eV. For the lowest unoccupied orbital energy, the calculation gives -4.750 eV.

***

# 4
DFT (wB97M-V/def2-TZVPD) results for one molecule with the formula C8H12Cl2N2O2.

Cartesian coordinates (Å):
C1 -2.23513 0.97541 0.55051
C2 -3.50787 -0.85481 -0.23173
C3 -1.34725 -0.19775 0.62295
C4 -0.81699 -0.48560 2.02854
C5 0.74337 1.18002 0.12840
C6 -0.71230 0.49089 -1.80563
C7 0.79792 -1.15542 -0.64357
C8 -0.07689 0.05611 -0.42070
N1 -3.47081 0.49139 0.07676
N2 -2.23404 -1.30610 0.09253
O1 -2.08730 2.09531 0.98060
O2 -4.39473 -1.52675 -0.66985
Cl1 -4.70736 1.69241 -0.33764
Cl2 -1.84941 -2.91635 0.25779
H1 0.07398 -1.05942 2.12029
H2 -1.63192 -1.14200 2.42445
H3 -0.96464 0.29010 2.71674
H4 1.27622 1.80329 -0.55232
H5 1.44266 0.70699 0.91578
H6 0.08247 1.98702 0.64397
H7 -0.00915 0.76029 -2.57888
H8 -1.32434 -0.31914 -2.31410
H9 -1.37867 1.40433 -1.63138
H10 1.79040 -0.93968 -0.85820
H11 0.08248 -1.93311 -1.18019
H12 0.98890 -1.64590 0.35852

The structure (SMILES) is CC(C)(C)[C@@]1(C)C(=O)N(Cl)C(=O)N1Cl. For the energy relative to the best compared isomer or geometry (same formula, charge and spin), the calculation gives 6.2 kcal/mol. Its highest occupied orbital energy is -9.7 eV. For the lowest unoccupied orbital energy, the calculation gives -0.224 eV.

***

# 5
DFT (wB97M-V/def2-TZVPD) results for one molecule with the formula C19H20N4O4S2.

Cartesian coordinates (Å):
C1 -0.22699 0.25334 3.48042
N1 0.42843 -0.14637 2.25116
C2 0.02355 -1.21855 1.51986
N2 0.60868 -1.64334 0.44924
C3 1.68415 -0.95230 -0.03230
C4 2.32596 -1.39509 -1.19516
C5 3.38027 -0.67655 -1.70866
C6 3.82174 0.49075 -1.08487
C7 3.21014 0.93093 0.06586
C8 2.14090 0.21256 0.60489
C9 1.48507 0.65346 1.82295
O1 1.80328 1.63987 2.46703
H1 3.53544 1.82447 0.57615
H2 4.64808 1.04245 -1.50575
H3 3.87356 -1.01912 -2.60649
H4 1.98592 -2.30310 -1.66993
S1 -1.39355 -2.07368 2.09042
C10 -1.48993 -3.47621 0.93166
H5 -0.48126 -3.85331 0.78055
H6 -2.11210 -4.20785 1.44590
C11 -2.16588 -3.06932 -0.37401
O2 -3.36726 -3.12193 -0.52497
N3 -1.29556 -2.68090 -1.32276
C12 -1.73602 -2.12799 -2.58394
H7 -1.54087 -2.85005 -3.38610
H8 -2.81783 -1.98561 -2.51904
C13 -1.01176 -0.82207 -2.91093
C14 -1.03611 0.21980 -1.82283
C15 -0.03559 1.18956 -1.80948
C16 -0.02345 2.18979 -0.85411
C17 -1.00595 2.20257 0.11446
C18 -2.00220 1.24730 0.12776
C19 -2.02526 0.26246 -0.84629
H9 -2.82258 -0.46334 -0.83546
H10 -2.75220 1.28674 0.90207
S2 -1.06799 3.49516 1.33916
O3 -1.79008 4.61727 0.82068
O4 -1.54100 2.90712 2.56840
N4 0.52947 3.95184 1.45178
H11 1.07503 3.30133 2.00929
H12 0.61280 4.89406 1.79708
H13 0.73910 2.95114 -0.84315
H14 0.73918 1.16245 -2.56219
H15 -1.46660 -0.39791 -3.81070
H16 0.03208 -1.04188 -3.15021
H17 -0.34172 -2.49481 -1.02870
H18 -0.92562 1.07227 3.28852
H19 -0.74752 -0.59423 3.91818
H20 0.54006 0.61680 4.16455

The structure (SMILES) is Cn1c(SCC(=O)NCCc2ccc(S(N)(=O)=O)cc2)nc2ccccc2c1=O. For the energy relative to the best compared isomer or geometry (same formula, charge and spin), the calculation gives 0.0 kcal/mol. Its highest occupied orbital energy is -8.8 eV. For the lowest unoccupied orbital energy, the calculation gives -0.018 eV.

***

# 6
DFT (wB97M-V/def2-TZVPD) results for one molecule with the formula C19H27N3O3S.

Cartesian coordinates (Å):
C1 -7.83147 -0.30682 -0.53604
H1 -8.60860 -0.86049 -1.05642
H2 -7.98785 -0.40274 0.53484
H3 -7.92162 0.74055 -0.81016
C2 -6.46534 -0.87131 -0.90814
N1 -5.41235 -0.35359 -0.04960
C3 -4.20167 -1.14755 -0.11914
C4 -3.20136 -0.66366 0.93642
N2 -2.90413 0.73215 0.71316
C5 -1.75384 1.17780 0.18730
S1 -1.58503 2.69003 -0.46064
C6 -0.55480 0.32863 0.25916
C7 -0.12240 -0.19977 1.47678
C8 1.05553 -0.90900 1.54953
C9 1.82565 -1.12195 0.40511
C10 1.40110 -0.60096 -0.81169
C11 0.22814 0.12801 -0.87151
H4 -0.08859 0.55378 -1.81163
H5 1.97571 -0.74019 -1.71259
O1 2.97221 -1.83849 0.59767
C12 3.83017 -2.06245 -0.49889
C13 4.40629 -0.81042 -1.17461
O2 4.45861 -0.75469 -2.39040
N3 4.82893 0.19293 -0.38445
C14 5.00521 0.17639 1.05086
H6 4.66485 -0.76170 1.48164
C15 6.49257 0.38964 1.36904
O3 6.97746 1.58158 0.80189
C16 6.81879 1.57761 -0.60009
H7 7.20273 2.53500 -0.95401
C17 5.34847 1.40782 -0.98727
H8 5.23864 1.32631 -2.06885
H9 4.76742 2.25832 -0.61558
H10 7.40969 0.76103 -1.04249
H11 6.64210 0.47923 2.44610
H12 7.07104 -0.46868 0.99090
H13 4.42250 0.99925 1.48196
H14 3.32576 -2.64040 -1.28359
H15 4.65213 -2.66712 -0.10157
H16 1.40614 -1.30856 2.48821
H17 -0.69933 -0.02381 2.37297
C18 -4.10091 1.54095 0.72812
C19 -5.09212 1.03737 -0.31887
H18 -6.00210 1.63325 -0.25861
H19 -4.65270 1.16581 -1.32457
H20 -3.82745 2.57743 0.52670
H21 -4.55323 1.46141 1.72126
H22 -2.29195 -1.26131 0.88225
H23 -3.65153 -0.77005 1.92861
H24 -4.45035 -2.19233 0.08047
H25 -3.72463 -1.08686 -1.11570
H26 -6.48861 -1.95566 -0.77045
H27 -6.25387 -0.67175 -1.97339

The structure (SMILES) is CCN1CCN(C(=S)c2ccc(OCC(=O)N3CCOCC3)cc2)CC1. For the energy relative to the best compared isomer or geometry (same formula, charge and spin), the calculation gives 52.7 kcal/mol. Its highest occupied orbital energy is -7.8 eV. For the lowest unoccupied orbital energy, the calculation gives 0.590 eV.

***

# 7
DFT (wB97M-V/def2-TZVPD) results for C56H57N6O10P2SSn as an isolated structure.

Cartesian coordinates (Å):
Sn1 -1.23312 -0.23959 0.43894
N1 -1.57808 -0.50743 -6.83699
C1 -2.12670 -0.85909 -5.60331
C2 -1.90692 -0.05599 -4.48113
C3 -2.51925 -0.35686 -3.27850
C4 -3.34441 -1.47092 -3.18354
C5 -3.56721 -2.27760 -4.28307
C6 -2.96228 -1.97276 -5.49232
S1 -4.03222 -1.83006 -1.56772
O1 -4.94172 -2.94248 -1.65062
O2 -4.59626 -0.59167 -1.10642
N2 -2.68380 -2.09085 -0.66743
C7 -1.78439 -3.01066 -1.07957
N3 -2.20283 -4.02116 -2.00343
C8 -1.40139 -4.92985 -2.36592
C9 0.06937 -4.90212 -2.13442
C10 0.42399 -3.72409 -1.16334
N4 -0.61946 -3.01987 -0.51092
H1 -0.74615 0.05678 -6.79626
H2 -1.53369 -1.24443 -7.51993
H3 -1.26451 0.81487 -4.56278
H4 -2.37889 0.27485 -2.40562
H5 -4.20542 -3.14446 -4.17369
H6 -3.13757 -2.59437 -6.36385
H7 -1.83084 -5.78957 -2.88718
H8 0.45989 -5.88629 -1.86336
H9 1.18451 -4.01313 -0.43884
O3 1.42297 -0.43461 1.89116
P1 2.55128 -1.36670 1.76774
C11 3.58615 -1.06717 0.26048
P2 2.57207 -0.93285 -1.26966
O4 1.23636 -0.34992 -1.06381
C12 3.54744 0.10024 -2.41340
C13 4.82481 0.60347 -2.21100
C14 5.38058 1.47261 -3.14116
C15 4.66713 1.83606 -4.27212
C16 3.40093 1.30938 -4.49500
C17 2.84420 0.44599 -3.56858
C18 2.47049 -2.52745 -2.12666
C19 3.51815 -3.25082 -2.53403
C20 3.32924 -4.47588 -3.30888
C21 2.11811 -4.90633 -3.66666
C22 0.85944 -4.20112 -3.27321
C23 1.06791 -2.96143 -2.37629
C24 2.12315 -3.11529 1.81974
C25 0.84962 -3.41032 2.29698
C26 0.46654 -4.73512 2.44644
C27 1.35309 -5.75361 2.13000
C28 2.62123 -5.45825 1.64189
C29 3.00945 -4.13824 1.48613
C30 3.75210 -1.10114 3.11606
C31 3.89431 0.22659 3.51655
C32 4.74798 0.55579 4.55560
C33 5.45185 -0.44374 5.21409
C34 5.28642 -1.76912 4.84080
C35 4.43724 -2.10158 3.79469
H10 4.39347 -1.79285 0.15595
H11 4.00757 -0.07237 0.43120
H12 5.39104 0.32693 -1.32934
H13 6.37278 1.87280 -2.97452
H14 5.09304 2.53819 -4.97733
H15 2.84505 1.58460 -5.38221
H16 1.84627 0.04438 -3.70795
H17 4.53394 -2.92619 -2.33048
H18 4.21503 -5.01772 -3.61837
H19 2.00507 -5.80233 -4.26835
H20 0.23901 -4.01248 -4.15540
H21 0.44686 -2.10811 -2.65235
H22 0.16577 -2.59926 2.51566
H23 -0.52555 -4.96612 2.81043
H24 1.06008 -6.78747 2.26347
H25 3.30478 -6.25742 1.38368
H26 3.99130 -3.90984 1.08617
H27 3.29676 0.98147 3.01795
H28 4.85719 1.58722 4.86568
H29 6.11664 -0.19189 6.03046
H30 5.81244 -2.54871 5.37735
H31 4.29538 -3.13971 3.52292
O5 -1.60012 -1.36284 4.69976
C36 -1.90826 -0.49000 3.89729
O6 -1.83224 -0.57884 2.62140
C37 -2.43610 0.81226 4.49710
C38 -3.19689 0.75786 5.65992
C39 -3.64247 1.91753 6.26364
C40 -3.28242 3.14076 5.71479
C41 -2.54468 3.21478 4.54071
C42 -2.14021 2.04427 3.92598
N5 -3.66526 4.36300 6.39322
O7 -3.09837 5.39733 6.08087
O8 -4.52782 4.30318 7.25509
H32 -3.43178 -0.20896 6.08328
H33 -4.24331 1.89688 7.16095
H34 -2.33727 4.18212 4.10696
H35 -1.61094 2.06314 2.98130
C43 2.55904 3.12578 1.52639
C44 1.16713 2.78994 2.03318
N6 0.73732 3.60773 3.02429
O9 0.52023 1.85396 1.60372
H36 3.27505 2.97993 2.33717
H37 2.60644 4.16474 1.19846
H38 2.80913 2.47095 0.69586
H39 1.26181 4.41516 3.30308
H40 -0.17909 3.47226 3.41516
C45 -5.37610 2.47532 -0.81688
C46 -4.75034 2.62451 0.57679
C47 -4.69193 1.24830 1.24003
C48 -3.45017 3.40504 0.46677
C49 -3.46176 4.71254 0.93675
C50 -2.38676 5.57151 0.76650
C51 -1.33165 5.14034 -0.02215
C52 -1.29382 3.86290 -0.56536
C53 -0.26846 3.60739 -1.65932
C54 0.60332 2.36629 -1.50639
C55 -1.00084 3.56164 -3.00858
C56 -2.29994 2.91490 -0.21511
O10 -2.18436 1.65117 -0.56518
H41 -6.33146 1.95095 -0.73707
H42 -4.72370 1.87330 -1.44935
H43 -5.54101 3.44741 -1.28724
H44 -5.42653 3.24715 1.17436
H45 -4.30956 0.50257 0.55189
H46 -5.70204 0.94679 1.52829
H47 -4.07003 1.25517 2.12548
H48 -4.34573 5.07658 1.45201
H49 -2.39982 6.57001 1.18721
H50 -0.52540 5.83482 -0.24412
H51 0.39909 4.47779 -1.66725
H52 -0.00030 1.46574 -1.55933
H53 1.11493 2.35814 -0.54630
H54 1.35552 2.33685 -2.29958
H55 -1.74611 2.76386 -2.99864
H56 -0.29413 3.38740 -3.82643
H57 -1.51469 4.50686 -3.19255

As for the total charge: -1. Its highest occupied orbital energy is -4.3 eV. For the lowest unoccupied orbital energy, the calculation gives 1.655 eV.

***

# 8
DFT (wB97M-V/def2-TZVPD) results for a 2-piece molecular cluster, C3H10N2O2S overall.

Cartesian coordinates (Å):
C1 0.81260 -0.24763 -0.04128
C2 1.32243 -1.17171 1.07692
S1 0.34708 -1.37020 2.52067
N1 -0.54048 -0.63131 -0.44450
C3 -1.68795 -0.00550 -0.02850
N2 -1.64200 1.28108 0.41158
O1 -2.77751 -0.55479 -0.17427
H1 0.90649 0.78383 0.31039
H2 1.35009 -0.39581 -0.97434
H3 2.32306 -0.84410 1.37732
H4 1.45582 -2.18275 0.60789
H5 -0.40307 -2.50617 2.43668
H6 -0.69066 -1.34450 -1.13513
H7 -2.37725 1.69390 0.94767
H8 -0.72165 1.68578 0.43888
H9 1.12405 1.56958 -2.97031
H10 0.11253 2.18118 -2.22086
O2 1.08642 2.05913 -2.13883

The structure (SMILES) is NC(=O)NCCS.O. For the energy relative to the best compared isomer or geometry (same formula, charge and spin), the calculation gives 23.4 kcal/mol. Its highest occupied orbital energy is -9.1 eV. For the lowest unoccupied orbital energy, the calculation gives 0.427 eV.

***

| no. | DFT total energy (hartree) |
| --- | --- |
| 1 | -2578.68326 |
| 2 | -301.06268 |
| 3 | -2612.08301 |
| 4 | -1492.32721 |
| 5 | -2052.46971 |
| 6 | -1528.36636 |
| 7 | -4544.39494 |
| 8 | -778.48838 |